Version i
This record from the Open Molecules 2025 dataset describes a cluster of 2 separate species, C4H8NO3 in total. The level of theory is wB97M-V/def2-TZVPD.

Summary:
LUMO level	4.09	eV
Kohn-Sham gap	8.6	eV
charge	-1

Each line ends with the Löwdin charge.
Geometry (Å):
N -2.891 0.983 -1.392  0.0742
C -1.811 0.458 -0.643  -0.8451
O -1.340 1.195 0.249  -0.0856
O -1.463 -0.711 -0.972  -0.1138
H -3.432 0.274 -1.863  0.0541
H -3.465 1.654 -0.905  0.0535
O 2.575 -1.725 -0.855  -0.0053
C 1.580 -1.069 -0.625  -0.2732
C 1.030 -0.831 0.764  -0.2244
C 1.652 0.441 1.346  -0.1141
H 1.024 -0.639 -1.476  0.1155
H 1.211 -1.722 1.368  0.1045
H -0.053 -0.658 0.641  0.0681
H 2.742 0.439 1.215  0.0635
H 1.364 0.624 2.381  0.0646
H 1.278 1.288 0.763  0.0635

=====

Version ii
This record from the Open Molecules 2025 dataset describes the ion C4H8NO3 with charge -1. The level of theory is wB97M-V/def2-TZVPD.

Summary:
LUMO level	3.91	eV
Kohn-Sham gap	8.1	eV
charge	-1

Each line ends with the Löwdin charge.
Geometry (Å):
N -1.254 -1.388 -0.552  0.0106
C -0.133 -0.502 -0.182  -0.3904
C -0.086 -0.307 1.311  -0.2050
O 0.716 -1.378 1.900  -0.1013
C -0.263 0.810 -1.007  -0.0894
C 0.829 1.874 -0.594  -0.7414
O 1.883 1.425 -0.085  -0.0906
O 0.525 3.079 -0.770  -0.0972
H -1.453 -1.379 -1.542  0.0463
H -1.233 -2.342 -0.221  0.0523
H 0.787 -0.974 -0.532  0.1286
H -0.951 -0.288 1.970  0.1151
H 0.434 0.638 1.492  0.1026
H 1.616 -1.119 1.735  0.0597
H -1.265 1.203 -0.840  0.0989
H -0.151 0.649 -2.083  0.1011

=====

It is version ii that is the least stable of them.

=====

Version i
This record from the Open Molecules 2025 dataset describes a cluster of 2 separate species, CN4OS in total. The level of theory is wB97M-V/def2-TZVPD.

Summary:
LUMO level	6.44	eV
Kohn-Sham gap	5.9	eV
charge	-2

Each line ends with the Löwdin charge.
Geometry (Å):
C -0.332 -1.024 -0.641  -0.7634
N 0.459 1.579 -0.782  -0.0450
N -0.526 -0.895 -1.778  -0.0224
N 0.535 2.212 0.166  -0.6624
N 0.593 2.905 1.125  -0.1767
O -0.578 -3.153 0.969  -0.8781
S -0.150 -1.623 0.941  0.5480

=====

Version ii
This record from the Open Molecules 2025 dataset describes a cluster of 2 separate species, CN4OS in total. The level of theory is wB97M-V/def2-TZVPD.

Summary:
LUMO level (alpha / beta)	5.63 / 5.61	eV
Kohn-Sham gap (alpha / beta)	4.1 / 4.1	eV
charge	-2

Each line ends with the Löwdin charge.
Geometry (Å):
C 0.111 0.445 0.150  -0.4787
N 0.636 0.172 1.299  -0.2033
N 1.848 -0.387 0.996  -0.2401
N 0.936 0.168 -0.904  -0.1984
N 1.971 -0.324 -0.322  -0.2984
O -4.529 -1.104 -0.918  -0.9174
S -3.687 0.136 -0.681  0.3363

=====

It is version ii that is the least stable of them.

=====

Version i
This record from the Open Molecules 2025 dataset describes the molecule C2H5N3O. The level of theory is wB97M-V/def2-TZVPD.

Summary:
LUMO level	0.88	eV
Kohn-Sham gap	10.4	eV

Each line ends with the Löwdin charge.
Geometry (Å):
H 0.007 2.575 1.730  0.0572
N 0.208 1.896 0.998  0.1407
C -0.813 1.202 0.774  -0.2924
O -0.846 0.227 -0.186  -0.0051
C 0.181 -0.681 -0.268  -0.5704
N 0.388 -1.000 -1.592  0.1447
N 0.750 -1.116 0.773  0.1464
H 1.484 -1.779 0.537  0.0532
H -1.797 1.294 1.237  0.1293
H -0.334 -0.704 -2.231  0.0979
H 0.772 -1.913 -1.773  0.0985

=====

Version ii
This record from the Open Molecules 2025 dataset describes the molecule C2H5N3O. The level of theory is wB97M-V/def2-TZVPD.

Summary:
LUMO level	0.79	eV
Kohn-Sham gap	10.6	eV

Each line ends with the Löwdin charge.
Geometry (Å):
C -1.176 0.474 -0.476  -0.0778
C -0.130 -0.184 0.461  -0.5089
N 0.744 1.029 0.580  0.0576
N 1.827 0.755 0.148  -0.0999
O 2.046 -0.379 -0.289  -0.0389
N 0.560 -1.173 -0.132  0.1036
H -1.920 1.063 0.141  0.0853
H -1.613 -0.412 -1.095  0.0997
H -0.704 1.200 -1.217  0.0871
H -0.644 -0.422 1.353  0.1248
H 1.010 -1.952 0.527  0.1674

=====

Version iii
This record from the Open Molecules 2025 dataset describes the molecule C2H5N3O. The level of theory is wB97M-V/def2-TZVPD.

Summary:
LUMO level	0.77	eV
Kohn-Sham gap	9.4	eV

Each line ends with the Löwdin charge.
Geometry (Å):
N 0.637 0.170 2.068  0.1412
C 0.193 0.798 0.922  -0.6079
O -0.121 1.961 0.870  0.0654
N 0.081 -0.097 -0.163  0.0234
C -0.360 0.395 -1.346  -0.1555
N -0.676 -0.564 -2.216  0.0350
H 0.871 0.832 2.795  0.1048
H 1.292 -0.589 1.966  0.0899
H 0.100 -1.096 0.060  0.1343
H -1.296 -0.244 -2.938  0.0765
H -0.720 -1.566 -2.017  0.0930

=====

It is version ii that is the least stable of them.

=====

Version i
This record from the Open Molecules 2025 dataset describes the molecule C2H5N3O. The level of theory is wB97M-V/def2-TZVPD.

Summary:
LUMO level	0.73	eV
Kohn-Sham gap	9.4	eV

Each line ends with the Löwdin charge.
Geometry (Å):
C 2.117 -0.574 -0.063  -0.0248
N 0.799 -0.405 0.175  -0.0936
N 0.273 0.834 0.323  -0.0532
C -1.259 0.927 -0.136  -0.0704
N -2.216 0.013 0.001  -0.0537
O -1.731 -1.237 0.014  -0.0980
H 2.867 0.236 -0.153  0.0583
H 2.418 -1.576 -0.334  0.0425
H 0.677 1.670 -0.164  0.1164
H -1.538 1.909 -0.140  0.0538
H -2.408 -1.797 0.477  0.1226

=====

Version ii
This record from the Open Molecules 2025 dataset describes the molecule C2H5N3O. The level of theory is wB97M-V/def2-TZVPD.

Summary:
LUMO level	0.81	eV
Kohn-Sham gap	10.4	eV

Each line ends with the Löwdin charge.
Geometry (Å):
H 3.148 0.709 -0.169  0.0374
N 2.391 0.585 0.500  0.0752
C 1.301 0.331 -0.099  -0.3153
N 0.114 0.194 0.611  0.0556
C -0.898 -0.688 0.078  -0.5907
N -1.962 0.008 -0.392  0.1744
O -0.794 -1.894 0.057  0.0777
H 1.172 0.233 -1.184  0.1306
H 0.307 0.009 1.591  0.1382
H -2.772 -0.492 -0.727  0.1134
H -2.006 1.005 -0.266  0.1035

=====

It is version i that is the least stable of them.

=====

Version i
This record from the Open Molecules 2025 dataset describes the molecule C5H12O. The level of theory is wB97M-V/def2-TZVPD.

Summary:
LUMO level	0.97	eV
Kohn-Sham gap	11.2	eV

Each line ends with the Löwdin charge.
Geometry (Å):
C -0.858 -1.507 1.283  -0.0974
C 0.396 -1.354 0.384  -0.2537
C 0.058 -0.662 -0.950  -0.2091
C -0.484 0.754 -0.723  -0.2146
C 0.390 1.727 0.066  -0.2605
O 1.664 1.909 -0.571  -0.0678
H -1.412 -0.586 1.389  0.0579
H -1.358 -2.391 0.883  0.0715
H -0.520 -1.880 2.254  0.0672
H 1.167 -0.750 0.860  0.0937
H 0.776 -2.349 0.159  0.0999
H 0.930 -0.468 -1.579  0.1045
H -0.611 -1.303 -1.524  0.1069
H -0.668 1.292 -1.662  0.1085
H -1.495 0.804 -0.297  0.1023
H -0.112 2.693 0.090  0.1133
H 0.594 1.412 1.082  0.1073
H 1.543 2.657 -1.144  0.0701

=====

Version ii
This record from the Open Molecules 2025 dataset describes a structure of composition C5H12O. The level of theory is wB97M-V/def2-TZVPD.

Summary:
LUMO level	0.43	eV
Kohn-Sham gap	8.1	eV

Each line ends with the Löwdin charge.
Geometry (Å):
C -1.210 -1.317 1.789  -0.0839
C -0.465 -1.631 0.426  -0.2307
C -0.304 -0.430 -0.409  -0.1743
C 0.984 0.201 -0.570  -0.1997
C 1.272 0.628 -1.978  -0.1244
H -2.193 -1.797 1.857  0.0662
H -1.453 -0.272 1.944  0.0604
H -0.540 -1.589 2.601  0.0659
H -1.103 -2.372 -0.011  0.1016
H 0.514 -2.043 0.631  0.1015
H -1.194 0.111 -0.744  0.1290
H 0.492 0.330 0.484  0.1190
H 1.538 -0.291 -2.484  0.0768
H 2.078 1.357 -2.105  0.0647
H 0.400 1.102 -2.456  0.0791
H 0.618 3.391 0.252  0.0441
H 0.523 1.932 0.188  -0.0259
O 0.042 2.690 0.584  -0.0695

=====

It is version ii that is the least stable of them.